1.
89
Properties=species:S:1:pos:R:3:forces:R:3 method="wB97M-V/def2-TZVPD" homo_ev=-15.6 charge=+3 relative_energy_kj_mol=0.0 gap_ev=7.095 lumo_energy_ev=-8.47
Hf 0.767506 -0.545927 0.136502 -0.155 0.179 0.441
S -1.722450 -1.950033 0.677460 -0.059 0.037 0.023
P 0.211127 2.186703 -0.021292 -0.019 0.026 -0.090
O -1.961371 -3.171580 -0.017128 -0.006 -0.034 0.027
O -0.430224 -1.862545 1.458246 0.068 -0.019 0.067
N 0.919214 0.336675 2.473986 -0.137 -0.102 -0.122
N -1.343920 -0.734522 -0.313847 0.357 -0.030 0.040
N 2.956332 0.210259 -0.406716 -0.036 0.084 0.055
N 0.506256 4.825783 0.650126 -0.002 -0.001 0.006
N -0.504829 4.367975 -1.518782 0.000 0.010 0.013
N -1.780917 3.986634 0.523439 0.002 -0.004 0.019
N 0.385401 -0.105003 -2.149702 0.003 -0.084 -0.284
N 2.244354 -1.393778 1.842895 -0.081 -0.082 -0.048
N 1.841973 -2.261263 -0.913853 -0.127 0.017 0.064
C -1.474423 2.579873 0.674026 -0.042 0.000 0.033
C 1.947833 -4.516238 -1.716908 0.024 0.004 -0.036
C -2.650749 -0.344990 -4.288116 -0.012 -0.003 0.013
C -5.363773 -1.918219 2.246488 -0.002 0.042 0.053
C 2.515712 -0.706509 4.118230 -0.016 0.003 0.003
C 3.256445 -4.356481 -2.082006 -0.010 0.003 0.002
C 1.270101 -3.437583 -1.135654 0.005 0.017 0.011
C -3.170999 -0.866969 -1.989754 -0.036 0.186 0.102
C 5.830932 -1.666305 -1.965458 0.016 -0.018 -0.019
C 3.772793 -0.835275 -1.028363 0.023 -0.050 -0.045
C -4.270760 -2.197926 1.446857 -0.007 -0.087 -0.025
C 3.728450 -2.591878 3.258511 0.001 0.011 0.011
C -0.307592 0.246690 -4.856566 0.058 -0.002 0.040
C -1.882869 -0.610638 -1.610106 0.010 -0.180 -0.144
C 1.283231 0.202616 -3.079874 0.033 -0.004 0.074
C -5.261346 -1.049566 3.333398 0.003 -0.023 -0.042
C -0.833401 4.841001 1.239916 -0.002 0.004 -0.003
C -1.301486 -0.108689 -3.925244 0.021 0.007 0.020
C -0.001415 3.018709 -1.676731 -0.022 0.042 -0.031
C 3.152977 -2.079132 -1.274692 0.063 -0.008 0.017
C 0.412324 5.215956 -0.757936 0.003 -0.004 -0.017
C 0.986261 0.401293 -4.427646 -0.071 0.010 -0.087
C -2.919579 -0.727808 2.817786 0.008 0.107 0.029
C -0.914450 -0.260547 -2.577229 -0.080 0.081 0.018
C 5.081804 -0.633273 -1.367469 -0.037 0.009 0.028
C 1.170076 3.549528 0.822522 0.008 0.018 0.042
C -3.555228 -0.726908 -3.341395 -0.002 0.008 -0.024
C -3.051572 -1.589635 1.732730 0.038 -0.118 -0.121
C 3.110420 -2.396498 2.038054 0.039 0.006 0.004
C -4.018327 -0.465010 3.607818 0.010 -0.018 -0.020
C -1.822346 4.393880 -0.882076 0.005 0.001 -0.018
C 1.945988 -0.600013 2.870169 0.029 -0.008 -0.054
C 3.903209 -3.116114 -1.866060 -0.069 0.042 0.014
C 3.438502 -1.728881 4.306779 0.005 0.000 0.000
C -6.447454 -0.744986 4.194001 -0.010 0.002 0.013
C 5.255260 -2.881222 -2.209688 0.022 0.000 -0.005
H 1.781999 0.660227 -5.111224 0.000 -0.002 -0.002
H -6.310379 -2.397420 2.034428 -0.002 -0.001 0.001
H -0.570677 0.381084 -5.898476 0.005 0.003 -0.004
H 2.317363 0.287708 -2.774021 -0.011 -0.010 0.025
H 4.424357 -3.408348 3.387474 0.001 -0.003 -0.010
H 2.242898 -0.033724 4.920125 -0.003 0.002 -0.002
H 3.308388 -3.047231 1.196852 -0.008 0.005 -0.006
H 1.403274 5.185060 -1.213853 0.002 0.003 0.005
H -0.701716 2.437291 -2.281426 0.015 -0.029 0.012
H 5.552526 0.324487 -1.176681 -0.001 0.003 0.001
H 5.825704 -3.679078 -2.667622 0.001 -0.001 -0.001
H -3.910058 -1.158261 -1.253911 0.007 -0.011 -0.005
H 1.265462 3.341759 1.892806 0.005 -0.018 -0.005
H -2.217188 1.973406 0.149818 0.018 -0.019 0.000
H -2.505434 3.743096 -1.430429 -0.003 0.000 0.002
H 3.392199 0.478813 0.475734 0.033 0.010 -0.033
H -4.581455 -0.926238 -3.617099 0.002 0.004 -0.007
H 0.047947 6.241694 -0.802275 -0.001 -0.001 0.001
H 3.810098 -5.170409 -2.534065 -0.003 -0.004 0.000
H -1.965375 -0.285092 3.068540 0.012 0.014 -0.017
H -6.182508 -0.780269 5.250320 0.000 -0.002 0.001
H -2.942641 -0.231271 -5.323678 -0.006 -0.001 0.000
H -7.261445 -1.443189 4.014581 0.000 -0.001 0.003
H -3.917467 0.189882 4.463811 -0.005 0.001 0.004
H 2.974206 1.051905 -0.980951 0.018 -0.017 -0.006
H 2.181325 3.607884 0.410467 -0.002 -0.026 -0.015
H 0.954745 3.045870 -2.206673 0.014 -0.029 0.019
H 1.083961 1.276861 2.822620 0.070 -0.007 -0.051
H -1.514268 2.305870 1.732977 0.012 -0.016 -0.006
H 6.864330 -1.486841 -2.226951 0.001 -0.002 -0.002
H -6.814510 0.261883 3.984356 0.004 0.002 -0.004
H 1.424395 -5.449561 -1.865295 0.005 -0.003 -0.005
H -0.777351 4.530351 2.284968 0.001 -0.002 -0.001
H -4.354149 -2.903497 0.630482 0.007 0.015 0.002
H 3.913848 -1.859129 5.269942 -0.001 0.002 0.002
H 0.231629 -3.546973 -0.840152 0.004 0.000 0.000
H -2.204387 5.413065 -0.930715 -0.001 -0.001 0.001
H -1.205216 5.864595 1.208488 0.002 -0.001 0.002
H 0.032571 0.022112 2.867060 -0.004 0.068 0.054



2.
65
Properties=species:S:1:pos:R:3:forces:R:3 method="wB97M-V/def2-TZVPD" homo_ev=-8.6 smiles="CCn1c(CNC(=O)Cc2ccc(OC)cc2)nnc1SCC(=O)N[C@@H]1CCCC[C@H]1C" relative_energy_kj_mol=0.0 gap_ev=9.195 lumo_energy_ev=0.63
S -1.672281 2.422548 2.350707 -0.263 0.313 -0.039
O 0.099813 -1.720222 -4.336602 0.334 -0.121 0.171
O -4.484425 0.896300 0.922329 -0.355 0.293 -0.263
O 4.150750 2.236190 0.324627 0.165 0.458 0.084
N 0.799607 -0.507932 2.521103 1.087 -0.510 0.039
N -0.440044 -0.004054 2.620046 -0.614 0.544 0.125
N -2.890788 -0.623573 1.466631 0.041 -0.373 -0.053
N 3.446482 0.121151 0.636296 -0.047 -0.269 0.232
N 0.922439 1.638445 2.098682 -0.507 -0.745 0.065
C -3.072308 1.351291 2.810071 0.241 0.053 -0.196
C 3.082594 0.303932 2.027123 0.035 0.100 -0.027
C -1.815582 -1.548473 -0.531290 -0.306 0.306 -0.274
C 3.228266 0.069647 -2.264697 0.049 -0.006 -0.098
C -3.563048 0.524884 1.619336 0.203 -0.045 0.510
C 1.089898 -1.066612 -3.672040 0.139 -0.043 0.071
C -0.888942 -0.962393 -4.993151 -0.178 0.137 -0.098
C -2.028794 -2.520904 -1.692113 0.297 -0.204 0.333
C -2.370673 -3.918186 -1.186599 -0.276 0.085 -0.213
C 1.614939 0.462979 2.221185 -0.038 0.022 0.084
C -3.624830 -3.875683 -0.320609 0.274 -0.122 0.191
C 2.032045 -1.875478 -3.034817 -0.256 -0.016 -0.119
C 1.220144 0.316090 -3.586553 -0.229 -0.107 -0.206
C -0.365345 1.280513 2.366366 0.091 -0.124 0.065
C -1.463714 -0.155032 -1.045475 0.071 -0.238 0.175
C 4.372577 0.693479 -1.517253 -0.032 0.216 0.055
C 3.084084 -1.312359 -2.344564 -0.064 0.106 -0.093
C -3.426845 -2.914017 0.845762 -0.280 0.125 -0.288
C 1.594245 3.746923 3.139306 -0.051 -0.076 -0.201
C -3.080898 -1.511848 0.340166 0.083 -0.194 0.088
C 2.278664 0.867595 -2.885956 0.139 -0.133 0.082
C 3.976595 1.114906 -0.108229 0.145 -0.355 -0.334
C 1.408456 2.970807 1.839089 0.240 0.611 0.127
H -1.445009 -0.335047 -4.290166 0.018 -0.005 -0.009
H 3.610347 1.194620 2.378975 0.008 -0.189 0.024
H -2.612266 -3.268991 1.481718 0.044 -0.025 0.095
H -1.280324 0.528515 -0.219798 0.020 0.138 0.054
H 0.672747 3.474903 1.205955 0.129 -0.068 -0.062
H -3.917555 -1.106744 -0.239639 0.088 -0.068 -0.011
H 0.646632 3.841853 3.664712 -0.038 0.029 0.094
H -3.854147 -4.873596 0.058254 -0.092 -0.011 -0.033
H 2.369909 1.942439 -2.829154 0.014 0.134 -0.010
H -2.523449 -4.590140 -2.033456 0.066 -0.078 0.007
H -2.281699 0.249133 -1.638774 -0.112 0.080 -0.111
H 3.215092 -0.758858 0.202396 0.002 0.089 -0.044
H -2.747633 0.727106 3.640359 -0.079 0.009 0.051
H -4.472139 -3.543045 -0.924148 -0.088 -0.022 -0.038
H 3.815394 -1.959420 -1.879438 0.103 -0.069 0.036
H -1.565368 -1.689043 -5.439723 0.009 0.092 0.011
H 0.508647 0.971947 -4.062482 -0.097 0.029 -0.048
H 4.728264 1.585969 -2.033658 0.026 -0.064 0.107
H 5.200469 -0.014044 -1.432774 0.023 0.039 -0.029
H -1.128269 -2.561286 -2.306710 -0.010 0.078 -0.085
H -4.332832 -2.863369 1.452509 0.039 0.025 0.083
H -0.564595 -0.191917 -1.657265 0.059 0.025 -0.062
H -2.056841 -0.776120 2.033534 -0.163 0.178 0.000
H 1.970995 4.740128 2.915500 0.050 0.139 0.026
H 2.307145 3.242396 3.787924 0.065 -0.025 0.059
H 2.356090 2.899018 1.299772 -0.214 -0.015 -0.012
H 1.920716 -2.945861 -3.105437 -0.015 -0.139 -0.017
H -0.987034 -1.910318 0.089608 0.019 -0.065 0.034
H -1.536079 -4.305457 -0.597756 0.070 -0.065 0.010
H -2.846299 -2.153854 -2.317574 -0.060 0.077 -0.110
H -0.457438 -0.337245 -5.781141 -0.009 -0.011 0.036
H 3.404048 -0.570488 2.598261 -0.060 0.165 -0.007
H -3.855864 2.041765 3.119845 0.044 -0.092 -0.034



3.
56
Properties=species:S:1:pos:R:3:forces:R:3 method="wB97M-V/def2-TZVPD" homo_ev=-10.3 charge=+1 gap_ev=2.504 lumo_energy_ev=-7.82
Ca 1.879776 -3.863271 -0.883560 -1.077 2.589 0.479
O 5.556174 -0.403412 1.012053 -0.931 0.269 0.457
O 1.578443 0.075183 -1.877979 1.982 2.001 -1.853
O -2.592650 -1.407543 -0.015304 -1.154 -0.445 0.007
O 0.064361 0.623083 -6.568125 -3.005 -0.827 -3.519
O 1.085398 -1.629983 -0.695048 3.047 -6.434 1.481
O -1.803417 -1.261920 5.439069 -1.612 -0.174 1.391
O 1.479501 1.723336 4.067778 -1.094 0.314 1.044
O -0.483228 -0.362980 -1.384106 -1.571 0.968 -0.798
O -1.997125 3.961402 0.300554 -2.496 4.821 1.860
N -2.247311 1.842314 -0.229144 -5.405 -4.731 -0.270
N -5.467902 -1.632557 -3.791468 4.760 0.977 0.182
N -0.367406 2.701562 -0.283132 7.552 -0.397 -1.086
N 1.036533 -0.465967 -4.906871 -0.226 -8.665 3.924
N 1.500304 1.488399 -5.229438 2.752 6.086 0.712
C -2.479395 -1.455353 1.337799 2.142 -0.037 0.894
C 4.716023 0.436990 3.107974 -0.312 -0.162 0.348
C -4.295524 -1.424283 -3.736866 -6.031 -2.498 -0.787
C 3.648306 0.852706 3.891184 -0.549 1.097 -0.602
C 4.509801 0.159152 1.763701 -0.317 -0.483 -0.089
C 0.692689 -0.663036 -1.348087 -2.735 -0.959 1.756
C -3.541241 -1.672456 2.179213 0.139 0.863 0.142
C -1.206561 -1.271090 1.940966 0.399 0.092 -1.266
C 2.189026 0.853493 1.966280 0.555 -0.257 0.087
C -0.953319 -1.205411 3.289371 -1.764 0.552 -0.614
C 3.233849 0.316757 1.206741 0.418 0.255 0.489
C -3.326241 -1.600707 3.563284 0.163 -0.155 0.595
C 2.403604 1.151241 3.309035 1.634 -1.067 -1.065
C -2.064853 -1.340171 4.120043 1.036 -0.320 -0.631
C -2.891039 -1.177431 -3.577425 -1.020 0.431 0.519
C 0.762471 0.510994 -5.631181 0.206 3.444 -1.360
C -1.593523 2.915362 -0.014640 -0.087 -0.020 -0.259
H 5.676610 0.262323 3.569681 0.123 0.002 -0.123
H 0.613692 1.455883 3.750835 -0.357 0.333 -0.034
H 1.853047 1.587436 -4.288233 0.053 0.221 -0.501
H 1.556885 -0.366674 -4.046934 -0.168 -0.424 -0.536
H -0.914951 -0.975130 5.662645 0.042 -0.003 -0.427
H 3.718869 1.154985 4.925613 0.424 -0.294 0.166
H 1.381081 2.301884 -5.816056 0.249 0.359 0.589
H -2.240194 -1.656463 -4.308884 -0.206 0.325 0.005
H 0.291258 3.400911 0.028580 0.114 -0.280 -0.251
H -4.165085 -1.754558 4.225916 -0.042 0.124 0.112
H -1.841085 0.937658 -0.420645 -0.220 0.513 0.072
H -2.726366 -1.493391 -2.547301 0.664 0.298 -0.042
H -0.077819 1.753233 -0.475262 0.332 0.521 0.210
H -3.050074 -0.102217 -3.659340 1.773 0.502 0.107
H 3.071132 0.077140 0.166302 0.034 0.055 -0.176
H -4.519876 -1.666652 1.722457 -0.274 -0.445 0.331
H 1.231022 1.074271 1.519182 -0.168 -0.012 -0.108
H 5.072871 -0.999738 0.435508 0.490 -0.026 -0.404
H -3.221610 1.868507 0.035717 0.072 -0.262 -0.214
H -0.034359 -0.800394 3.686699 0.405 -0.478 -0.039
H -0.350050 -1.108693 1.303459 0.058 0.118 -0.404
H -1.782193 -1.112905 -0.437133 0.574 0.117 -0.032
H 0.921450 0.685510 -2.220715 0.405 1.829 -1.037
H 0.510221 -1.297329 -5.134765 0.223 -0.217 0.571